1.
Formula: C30H36BaF5N4O2PSe
Source: the OMol25 dataset
Level of theory: ωB97M-V/def2-TZVPD

Summary:
Total energy ... -130669.049 eV
Spin multiplicity ... 1
Energy above the lowest of the compared OMol25 structures with the same formula, charge and spin ... 0.420 eV

Last column: Löwdin charge in e.
Positions of all 80 atoms, in Å:
Ba  -0.391  -0.101  -0.411  1.70
C  3.108  0.430  2.022  -0.17
C  2.649  1.370  0.918  -0.25
N  2.512  0.724  -0.397  -0.10
C  2.667  1.679  -1.508  -0.20
C  1.332  2.216  -2.027  -0.25
N  0.414  2.591  -0.959  -0.19
C  0.661  3.884  -0.334  -0.21
C  -0.413  4.186  0.710  -0.16
C  -0.194  3.545  2.079  -0.23
N  -0.422  2.092  2.148  -0.09
C  0.202  1.533  3.349  -0.23
C  0.180  0.011  3.387  -0.20
N  0.802  -0.610  2.226  -0.15
C  2.253  -0.816  2.245  -0.22
H  4.127  0.087  1.815  0.12
H  3.174  1.018  2.941  0.10
H  1.683  1.800  1.178  0.06
H  3.372  2.195  0.855  0.12
H  3.223  0.008  -0.490  0.10
H  3.310  2.514  -1.203  0.11
H  3.162  1.175  -2.340  0.10
H  1.527  3.039  -2.731  0.13
H  0.852  1.427  -2.623  0.08
H  -0.537  2.643  -1.331  -0.03
H  1.648  3.884  0.138  0.11
H  0.668  4.679  -1.093  0.12
H  -0.436  5.267  0.869  0.11
H  -1.392  3.912  0.306  0.10
H  0.846  3.716  2.373  0.11
H  -0.810  4.069  2.822  0.12
H  -1.424  1.926  2.187  0.11
H  1.235  1.880  3.361  0.10
H  -0.261  1.910  4.274  0.12
H  0.651  -0.314  4.327  0.12
H  -0.860  -0.327  3.423  0.12
H  0.395  -1.527  2.066  0.07
H  2.573  -1.295  3.181  0.12
H  2.439  -1.537  1.447  0.09
O  1.205  -3.079  0.153  -0.03
C  0.086  -3.096  -0.377  -0.84
O  -0.960  -2.520  0.086  -0.32
C  -0.057  -3.726  -1.757  -0.25
P  -0.137  -2.376  -3.015  1.03
C  1.602  -1.902  -3.321  -0.39
C  1.829  -0.984  -4.351  -0.11
C  3.104  -0.520  -4.619  -0.08
C  4.175  -0.952  -3.843  -0.10
C  3.956  -1.844  -2.805  -0.08
C  2.677  -2.323  -2.542  -0.08
C  -0.580  -3.341  -4.501  -0.37
C  -1.938  -3.526  -4.754  -0.11
C  -2.349  -4.291  -5.833  -0.08
C  -1.406  -4.861  -6.677  -0.08
C  -0.054  -4.670  -6.437  -0.08
C  0.360  -3.915  -5.349  -0.08
H  -1.031  -4.214  -1.827  0.10
H  0.725  -4.456  -1.966  0.10
H  0.996  -0.645  -4.958  0.10
H  3.264  0.176  -5.432  0.11
H  5.174  -0.590  -4.051  0.10
H  4.787  -2.186  -2.200  0.11
H  2.518  -3.006  -1.717  0.09
H  -2.671  -3.052  -4.112  0.10
H  -3.405  -4.429  -6.025  0.11
H  -1.725  -5.449  -7.528  0.10
H  0.681  -5.112  -7.097  0.10
H  1.416  -3.768  -5.162  0.10
F  -0.177  1.255  -7.040  0.12
C  -0.803  1.382  -5.867  -0.16
C  -0.650  2.529  -5.110  -0.15
F  0.131  3.520  -5.555  0.11
C  -1.293  2.635  -3.888  -0.28
F  -1.086  3.774  -3.203  0.06
C  -2.083  1.622  -3.350  -0.59
Se  -2.935  1.785  -1.655  0.51
C  -2.219  0.486  -4.149  -0.29
F  -2.978  -0.539  -3.747  0.05
C  -1.603  0.359  -5.383  -0.16
F  -1.758  -0.748  -6.115  0.12

Atoms 1-2, force components in eV/Å:
0.09 0.55 0.26
-0.06 -0.02 -0.01

=====

2.
Formula: C30H36Br2N5PbSb
Source: the OMol25 dataset
Level of theory: ωB97M-V/def2-TZVPD

Summary:
Charge ... +2
Total energy ... -191000.846 eV
Spin multiplicity ... 1

Last column: Löwdin charge in e.
Positions of all 75 atoms, in Å:
Pb  0.111  0.085  0.042  1.34
Br  2.323  6.027  -3.322  0.87
C  1.944  4.344  -2.608  -0.67
C  2.766  3.792  -1.640  -0.07
C  2.406  2.563  -1.123  -0.13
N  1.334  1.874  -1.526  -0.02
C  0.569  2.394  -2.499  -0.22
C  0.832  3.642  -3.044  -0.04
C  -0.575  1.571  -3.000  -0.21
C  -1.067  1.772  -4.279  -0.04
C  -2.121  0.991  -4.731  -0.66
Br  -2.796  1.244  -6.451  0.88
C  -2.657  0.021  -3.901  -0.07
C  -2.100  -0.123  -2.647  -0.11
N  -1.087  0.624  -2.195  -0.03
H  3.648  4.307  -1.288  0.12
H  3.003  2.113  -0.337  0.11
H  0.180  4.080  -3.785  0.11
H  -0.630  2.507  -4.938  0.11
H  -3.474  -0.608  -4.221  0.12
H  -2.489  -0.872  -1.965  0.11
C  -4.898  -2.738  1.467  -0.04
C  -4.386  -1.483  1.170  -0.06
C  -3.044  -1.352  0.860  -0.07
C  -2.220  -2.475  0.844  -0.26
C  -2.732  -3.736  1.142  0.00
C  -4.072  -3.860  1.454  -0.04
N  -0.858  -2.248  0.507  -0.05
N  -0.119  -3.235  0.488  0.11
C  1.242  -3.033  0.144  -0.31
C  1.994  -4.181  0.006  0.03
C  3.333  -4.066  -0.345  0.00
C  3.868  -2.807  -0.538  -0.01
C  3.044  -1.704  -0.370  -0.11
N  1.758  -1.806  -0.033  -0.04
H  -5.946  -2.844  1.714  0.12
H  -5.030  -0.614  1.186  0.12
H  -2.633  -0.369  0.645  0.05
H  -2.077  -4.596  1.125  0.12
H  -4.480  -4.833  1.688  0.12
H  1.520  -5.138  0.174  0.13
H  3.945  -4.950  -0.465  0.13
H  4.905  -2.669  -0.809  0.13
H  3.430  -0.701  -0.505  0.11
C  -3.409  0.851  4.331  -0.14
C  -1.983  1.219  4.723  -0.57
C  -1.356  0.208  5.675  -0.14
Sb  -0.743  1.402  2.963  1.41
C  1.132  2.054  3.830  -0.57
C  1.021  3.346  4.632  -0.13
C  2.178  2.163  2.720  -0.18
C  -1.507  3.218  2.041  -0.56
C  -2.495  2.836  0.937  -0.17
C  -2.138  4.183  3.041  -0.13
H  -4.037  0.800  5.224  0.09
H  -3.446  -0.130  3.848  0.06
H  -3.859  1.583  3.658  0.06
H  -1.958  2.218  5.163  0.08
H  -1.334  -0.793  5.237  0.08
H  -1.947  0.150  6.593  0.09
H  -0.339  0.480  5.961  0.06
H  1.404  1.234  4.497  0.08
H  0.821  4.200  3.982  0.07
H  1.962  3.547  5.150  0.09
H  0.237  3.300  5.389  0.07
H  1.922  2.962  2.016  0.07
H  2.277  1.224  2.162  0.03
H  3.161  2.397  3.135  0.09
H  -0.629  3.685  1.583  0.08
H  -3.377  2.335  1.344  0.07
H  -2.053  2.174  0.182  0.01
H  -2.845  3.729  0.412  0.09
H  -3.022  3.746  3.510  0.07
H  -2.461  5.093  2.529  0.09
H  -1.450  4.477  3.831  0.06

Atoms 1-2, force components in eV/Å:
0.07 0.44 0.02
0.01 0.03 -0.01

=====

3.
Formula: C30H36ClCoO5
Source: the OMol25 dataset
Level of theory: ωB97M-V/def2-TZVPD

Summary:
Charge ... -2
Total energy ... -92076.775 eV
Spin multiplicity ... 5

Last column: Löwdin charge in e.
Positions of all 73 atoms, in Å:
C  -1.488  3.051  -2.158  -0.24
C  -2.009  2.749  -0.725  -0.06
C  -0.003  2.582  -2.229  -0.06
C  0.455  2.628  -0.771  -0.23
H  0.573  3.246  -2.880  0.12
H  0.026  1.555  -2.632  0.13
C  -0.821  2.122  0.006  -0.23
H  -2.884  2.087  -0.769  0.12
H  -2.286  3.685  -0.203  0.13
C  -0.822  0.606  -0.085  -0.30
H  -0.764  2.437  1.062  0.15
H  0.592  3.675  -0.460  0.15
C  1.674  1.850  -0.403  -0.36
C  -2.260  2.447  -3.308  -0.46
C  -1.614  4.524  -2.583  -0.43
O  -0.635  5.188  -2.840  0.12
O  -3.159  1.641  -3.226  0.12
O  -1.821  2.990  -4.467  -0.03
O  -2.850  5.058  -2.753  -0.03
C  -4.109  4.488  -2.319  -0.03
H  -4.036  3.861  -1.411  0.09
H  -4.566  3.917  -3.142  0.09
H  -4.727  5.371  -2.104  0.09
C  -2.537  2.522  -5.613  -0.04
H  -2.336  1.454  -5.777  0.10
H  -2.150  3.124  -6.435  0.09
H  -3.617  2.680  -5.487  0.09
O  0.447  0.197  0.338  -0.30
H  -1.043  0.268  -1.110  0.11
H  -1.635  0.226  0.569  0.10
C  2.407  2.332  0.767  -0.08
C  2.339  1.007  -1.402  -0.08
H  2.469  1.531  -2.364  0.07
H  1.755  0.093  -1.614  0.08
H  3.325  0.686  -1.046  0.07
H  2.818  1.493  1.355  0.08
H  1.761  2.948  1.417  0.08
H  3.271  2.970  0.466  0.07
Co  0.521  -1.719  0.582  0.63
C  -0.193  -1.386  4.453  -0.23
C  -0.330  -0.018  4.055  -0.21
C  -1.514  0.087  3.261  -0.22
H  0.343  0.794  4.307  0.05
C  -2.102  -1.207  3.178  -0.24
C  -1.287  -2.119  3.897  -0.23
H  -1.462  -3.189  4.022  0.06
H  0.601  -1.791  5.073  0.05
H  -1.909  1.004  2.821  0.05
H  -3.024  -1.451  2.643  0.06
C  0.653  -3.485  -0.325  -0.23
C  -0.125  -3.766  0.854  -0.18
C  -1.409  -3.198  0.687  -0.15
H  0.177  -4.415  1.674  0.10
C  -1.447  -2.521  -0.545  -0.17
C  -0.167  -2.657  -1.176  -0.20
H  0.118  -2.320  -2.172  0.09
H  1.632  -3.873  -0.588  0.09
H  -2.243  -3.293  1.395  0.09
H  -2.300  -1.999  -0.979  0.09
Cl  4.322  -2.627  -0.309  0.67
C  3.854  -3.500  1.094  -0.65
C  4.495  -4.711  1.381  -0.15
C  4.058  -5.494  2.452  -0.15
C  2.998  -5.050  3.244  -0.12
C  2.407  -3.811  3.007  -0.06
C  2.824  -3.001  1.935  -0.32
C  2.138  -1.724  1.661  -0.19
H  5.321  -5.025  0.748  0.08
H  4.538  -6.447  2.659  0.07
H  2.629  -5.663  4.069  0.09
H  1.602  -3.450  3.648  0.10
H  1.806  -1.228  2.589  0.06
H  2.729  -1.040  1.039  0.02

Atoms 1-2, force components in eV/Å:
-0.34 0.57 -0.76
0.20 0.32 0.06

=====

Question: spin multiplicity of number 3 (C30H36ClCoO5)?
Answer: 5